# 1
DFT (wB97M-V/def2-TZVPD) results for C32H64O28Tl as an isolated structure at a distorted geometry.

The geometry in XYZ format:
```
125
Properties=species:S:1:pos:R:3
Tl -12.755 -30.039 -26.748
C -16.520 -29.836 -23.052
C -16.010 -30.935 -22.325
C -14.635 -31.505 -22.620
O -14.211 -32.479 -21.921
C -13.802 -30.906 -23.571
C -14.282 -29.871 -24.501
C -15.705 -29.196 -24.166
O -16.053 -28.219 -24.925
O -13.590 -29.347 -25.389
O -16.757 -31.320 -21.322
H -17.463 -29.391 -22.770
H -12.761 -31.171 -23.462
C -11.244 -31.638 -23.263
C -11.807 -32.575 -22.573
C -12.756 -33.537 -23.203
O -13.171 -34.558 -22.526
C -13.163 -33.515 -24.529
C -12.695 -32.345 -25.329
C -11.595 -31.392 -24.672
O -11.221 -30.431 -25.333
O -13.081 -32.031 -26.502
O -11.393 -32.659 -21.376
H -10.478 -30.954 -22.930
H -13.710 -34.345 -24.954
C -11.067 -28.276 -25.241
C -10.335 -28.238 -26.656
O -10.476 -29.479 -27.358
O -12.501 -28.115 -25.450
H -10.777 -27.348 -24.748
H -10.728 -29.081 -24.588
H -9.297 -27.980 -26.446
H -10.727 -27.406 -27.240
H -10.003 -29.393 -28.189
H -12.908 -27.437 -24.906
C -9.017 -30.951 -21.723
C -9.733 -30.301 -20.530
O -9.877 -28.843 -20.467
O -7.688 -31.162 -21.255
H -9.064 -30.203 -22.514
H -9.479 -31.884 -22.047
H -9.219 -30.645 -19.633
H -10.730 -30.711 -20.372
H -9.506 -28.537 -19.636
H -7.061 -31.403 -21.941
C -16.588 -31.870 -27.324
C -15.405 -31.520 -26.385
O -14.836 -30.150 -26.555
O -17.721 -31.300 -26.767
H -16.907 -32.864 -27.637
H -16.415 -31.255 -28.208
H -14.598 -32.250 -26.455
H -15.691 -31.624 -25.338
H -15.403 -29.489 -26.149
H -18.163 -30.666 -27.336
C -8.873 -31.468 -27.405
C -10.164 -32.094 -26.919
O -11.182 -31.312 -27.493
O -8.912 -31.161 -28.860
H -8.180 -32.277 -27.174
H -8.746 -30.623 -26.729
H -10.179 -32.117 -25.829
H -10.185 -33.149 -27.191
H -10.799 -30.900 -28.271
H -8.352 -30.401 -29.033
C -12.242 -34.807 -28.563
C -13.285 -34.920 -27.484
O -13.837 -33.718 -27.194
O -11.694 -33.460 -28.732
H -12.516 -35.235 -29.527
H -11.390 -35.420 -28.267
H -12.735 -35.187 -26.581
H -13.977 -35.715 -27.762
H -13.254 -33.305 -26.553
H -10.767 -33.625 -28.922
C -10.060 -35.017 -25.192
C -9.843 -34.704 -23.785
O -9.739 -33.244 -23.711
O -9.647 -36.266 -25.322
H -9.297 -34.420 -25.692
H -11.060 -34.810 -25.575
H -9.011 -35.151 -23.241
H -10.680 -35.114 -23.220
H -10.503 -32.807 -23.327
H -10.417 -36.693 -25.705
C -12.657 -29.503 -20.891
C -13.211 -28.495 -21.838
O -12.735 -28.442 -23.183
O -12.984 -30.798 -21.181
H -13.037 -29.297 -19.890
H -11.568 -29.534 -20.918
H -13.134 -27.496 -21.410
H -14.255 -28.807 -21.867
H -12.891 -29.202 -23.747
H -12.549 -31.014 -22.009
C -11.329 -36.123 -21.127
C -11.379 -37.198 -22.249
O -12.033 -36.556 -23.317
O -12.626 -35.701 -20.817
H -10.683 -35.320 -21.482
H -10.684 -36.456 -20.314
H -11.562 -38.238 -21.980
H -10.335 -37.240 -22.559
H -12.611 -35.840 -23.045
H -13.172 -36.460 -20.601
C -15.895 -35.247 -21.602
C -16.623 -33.907 -21.620
O -16.062 -33.132 -20.612
O -14.563 -35.103 -21.952
H -16.414 -35.988 -22.211
H -15.902 -35.594 -20.568
H -17.663 -34.146 -21.400
H -16.467 -33.451 -22.598
H -16.311 -32.247 -20.886
H -14.502 -35.311 -22.887
C -15.932 -34.595 -24.632
C -16.007 -36.131 -24.437
O -15.116 -36.540 -23.444
O -15.212 -34.545 -25.891
H -15.532 -34.026 -23.793
H -16.962 -34.237 -24.637
H -15.886 -36.703 -25.357
H -17.028 -36.440 -24.215
H -14.309 -36.840 -23.868
H -14.384 -35.018 -25.786
```

* E_HOMO: -3.83 eV
* E_LUMO: 0.0 eV
* net charge: -1

Here are the Löwdin charges for atoms 1 to 99, given in e: 1.28 0.06 -0.21 -0.23 0.08 0.00 -0.25 -0.23 -0.03 -0.33 0.06 0.10 0.04 -0.13 -0.43 -0.21 -0.10 0.12 -0.17 -0.23 -0.11 -0.20 0.09 0.11 0.09 -0.15 -0.12 -0.18 -0.15 0.13 0.12 0.12 0.12 0.11 0.15 -0.23 -0.18 -0.09 -0.06 0.12 0.08 0.13 0.09 0.08 0.08 -0.20 -0.08 -0.12 -0.07 0.12 0.11 0.07 0.13 0.08 0.09 -0.14 -0.18 -0.18 -0.05 0.13 0.13 0.12 0.11 0.09 0.09 -0.16 -0.25 -0.12 -0.07 0.11 0.11 0.11 0.14 -0.04 0.07 -0.33 -0.18 -0.06 -0.01 0.11 0.11 0.14 0.07 -0.08 0.10 -0.23 -0.15 -0.06 -0.07 0.15 0.07 0.13 0.11 0.04 0.03 -0.22 -0.21 -0.09 -0.03

=====

# 2
DFT (wB97M-V/def2-TZVPD) results for a 8-piece molecular cluster, C32H65BrClINO8 overall at a distorted geometry.

The geometry in XYZ format:
```
109
Properties=species:S:1:pos:R:3
C 0.464 2.162 2.546
C 1.717 1.221 2.918
C 3.119 1.704 2.305
Cl 3.463 3.472 2.798
C 3.195 1.681 0.700
N 4.693 1.570 0.433
C 4.951 1.005 -0.761
C 3.543 0.699 -1.461
C 3.459 -0.318 -2.697
C 3.094 0.593 -3.995
O 3.897 0.677 -4.971
C 1.691 1.375 -3.977
C 1.545 2.872 -3.530
C 0.165 3.612 -3.471
C -1.181 2.902 -3.860
C -1.044 1.410 -4.321
C 0.341 0.667 -4.378
C 2.743 0.321 -0.079
I 0.638 0.210 -0.725
C 3.407 -0.983 0.592
C 2.366 -2.082 1.127
C 3.071 -2.786 2.421
Br 1.908 -3.474 -0.254
H -0.211 1.733 1.730
H -0.190 2.229 3.499
H 0.744 3.236 2.267
H 1.836 1.281 4.064
H 1.452 0.132 2.690
H 4.004 1.107 2.751
H 2.781 2.645 0.211
H 5.376 1.871 1.155
H 6.027 0.825 -1.088
H 3.136 1.745 -1.689
H 4.493 -0.772 -2.951
H 2.701 -1.154 -2.520
H 2.493 3.451 -3.212
H 0.147 4.702 -3.098
H -2.184 3.450 -3.780
H -2.002 0.834 -4.597
H 0.399 -0.433 -4.687
H 4.101 -0.731 1.483
H 4.088 -1.528 -0.172
H 1.378 -1.665 1.513
H 3.975 -3.406 2.109
H 3.333 -1.928 3.153
H 2.262 -3.404 2.961
C 6.041 6.358 -3.343
C 5.571 4.919 -3.398
O 4.211 4.829 -2.982
H 5.943 6.756 -2.330
H 7.085 6.440 -3.655
H 5.429 6.990 -3.994
H 6.171 4.295 -2.730
H 5.655 4.518 -4.413
H 3.686 5.376 -3.582
C 2.494 -1.439 7.746
C 3.061 -0.758 6.516
O 2.023 -0.103 5.791
H 1.732 -2.169 7.462
H 3.278 -1.948 8.306
H 2.010 -0.711 8.402
H 3.525 -1.492 5.853
H 3.817 -0.017 6.794
H 1.623 0.550 6.381
C -6.621 2.167 -4.102
C -5.313 2.334 -3.358
O -4.475 3.261 -4.042
H -6.442 1.814 -5.121
H -7.273 1.454 -3.591
H -7.142 3.126 -4.183
H -4.782 1.381 -3.297
H -5.485 2.699 -2.341
H -4.948 4.104 -4.084
C -8.965 6.462 -5.714
C -8.446 5.076 -5.388
O -7.848 5.066 -4.095
H -8.153 7.194 -5.682
H -9.421 6.485 -6.706
H -9.710 6.780 -4.977
H -7.687 4.772 -6.113
H -9.256 4.341 -5.407
H -8.527 5.327 -3.458
C -1.431 -4.672 -0.118
C -2.101 -5.952 0.339
O -3.108 -5.661 1.300
H -0.984 -4.148 0.731
H -0.651 -4.881 -0.854
H -2.162 -3.991 -0.565
H -1.372 -6.620 0.804
H -2.561 -6.477 -0.505
H -3.753 -5.077 0.879
C 1.456 -4.620 10.933
C 2.673 -4.200 10.133
O 2.850 -2.790 10.211
H 0.559 -4.119 10.558
H 1.306 -5.701 10.876
H 1.566 -4.335 11.983
H 2.550 -4.467 9.081
H 3.576 -4.689 10.510
H 2.967 -2.562 11.144
C -5.065 -7.927 -3.478
C -5.075 -6.434 -3.222
O -5.538 -6.164 -1.904
H -6.067 -8.345 -3.352
H -4.715 -8.148 -4.490
H -4.414 -8.439 -2.762
H -5.742 -5.930 -3.924
H -4.071 -6.011 -3.335
H -4.938 -6.606 -1.288
```

* E_HOMO: -10.90 eV
* E_LUMO: -4.3 eV
* net charge: +1

Here are the Löwdin charges for atoms 1 to 99, given in e: -0.13 -0.24 -0.56 0.59 -0.27 0.09 0.12 -0.27 -0.07 -0.28 0.05 -0.14 -0.04 -0.05 -0.03 -0.05 -0.05 -0.63 1.06 -0.22 -0.72 -0.14 0.65 0.01 0.09 0.06 0.09 0.10 0.11 0.17 0.18 0.18 0.12 0.14 0.10 0.07 0.09 0.08 0.10 0.10 0.12 0.13 0.05 0.09 0.08 0.09 -0.09 -0.32 -0.12 0.08 0.08 0.08 0.10 0.12 0.09 -0.09 -0.31 -0.12 0.08 0.06 0.08 0.10 0.11 0.09 -0.09 -0.31 -0.11 0.08 0.08 0.04 0.11 0.11 0.09 -0.09 -0.32 -0.12 0.08 0.08 0.07 0.12 0.11 0.09 -0.13 -0.32 -0.08 0.05 0.04 0.08 0.12 0.10 0.08 -0.09 -0.31 -0.12 0.08 0.08 0.07 0.11 0.11

=====

Which of these has the lowest E_HOMO? C32H65BrClINO8